No. 1
Formula: C3H4O4S
Source: the Open Molecules 2025 dataset
Level of theory: ωB97M-V/def2-TZVPD

Last column: Löwdin charge in e.
Cartesian coordinates (Å):
C  -0.601  -0.194  0.201  -0.513
H  1.229  -0.510  1.278  0.160
C  0.751  -0.640  0.178  0.037
S  -3.071  -0.011  -0.054  0.692
H  1.173  0.125  -0.487  0.108
O  -4.093  -0.506  0.763  -0.237
O  -0.875  1.038  0.307  0.006
O  -3.178  -0.044  -1.451  -0.247
H  -2.259  2.312  0.082  0.033
O  -1.638  -0.957  0.166  -0.016
C  -2.187  1.424  0.549  -0.165
H  0.959  -1.770  -0.032  0.143

The total charge is 0. The calculation puts the total energy at -815.7179 hartree. For the relative energy (zero: lowest compared OMol25 entry of this formula, charge and spin), the calculation gives 406.9 kJ/mol.

No. 2
Formula: C8H8BrNO2
Source: the Open Molecules 2025 dataset
Level of theory: ωB97M-V/def2-TZVPD

Last column: Löwdin charge in e.
Cartesian coordinates (Å):
C  1.524  -0.136  -0.291  -0.689
C  -2.272  -0.785  0.192  -0.073
H  3.088  -1.563  -0.170  0.091
H  1.575  -2.208  -0.806  0.088
H  -3.906  0.581  0.058  0.104
C  -0.900  -0.935  0.128  -0.042
H  1.752  -1.871  0.941  0.089
C  -0.102  0.167  -0.134  -0.187
C  -2.022  1.561  -0.235  -0.066
C  -0.645  1.420  -0.323  -0.060
H  -0.465  -1.910  0.269  0.104
C  2.003  -1.541  -0.064  -0.109
O  2.103  0.357  1.862  0.095
C  -2.834  0.466  0.011  -0.081
O  2.340  1.915  0.401  0.028
Br  2.076  0.532  -2.037  0.823
H  -2.894  -1.648  0.375  0.106
N  2.063  0.791  0.735  -0.434
H  -2.463  2.534  -0.376  0.106
H  -0.021  2.273  -0.538  0.107

The total charge is 0. As for the SMILES: C[C@@](Br)(c1ccccc1)[N+](=O)[O-]. The calculation puts the total energy at -3088.7941 hartree. For the relative energy (zero: lowest compared OMol25 entry of this formula, charge and spin), the calculation gives 195.6 kJ/mol.

No. 3
Formula: C19H23CoN9O9P2
Source: the Open Molecules 2025 dataset
Level of theory: ωB97M-V/def2-TZVPD

Last column: Löwdin charge in e.
Cartesian coordinates (Å):
H  2.017  1.959  3.370  0.106
C  2.197  -1.531  -0.275  -0.256
H  -2.479  -2.958  -2.572  0.078
C  0.897  3.905  3.241  -0.071
O  -1.191  1.441  -0.320  -0.357
H  1.477  -1.810  3.389  0.136
H  -3.401  1.567  4.236  0.109
C  5.406  -2.909  -2.664  -0.064
H  -4.035  0.170  0.425  0.136
H  1.806  -1.779  -3.972  0.166
O  -3.912  -2.396  -0.629  -0.314
O  1.854  1.431  -0.706  -0.057
P  -2.206  1.528  -1.444  0.335
H  -5.157  -0.298  -0.680  0.147
C  0.048  4.289  2.226  -0.096
H  6.537  -3.063  -0.837  0.105
H  -2.230  0.219  5.976  0.112
N  0.782  2.250  1.717  0.008
O  3.373  1.620  -2.217  0.024
C  0.873  -1.144  2.782  -0.016
P  -2.657  -1.639  -0.901  0.281
C  4.549  -2.373  -0.485  -0.004
O  1.338  1.292  -2.816  -0.086
O  -3.250  2.588  -1.297  -0.307
N  1.932  -1.773  -2.973  0.156
C  5.584  -2.809  -1.279  -0.066
C  -0.337  -0.458  3.279  -0.232
H  -4.432  0.830  -3.154  0.089
C  3.318  -2.039  -1.058  -0.077
H  -0.525  3.156  0.495  0.127
H  -0.435  1.506  -2.686  0.064
N  2.212  1.421  -1.896  -0.564
C  3.159  -2.138  -2.435  -0.165
H  -0.512  5.194  2.064  0.113
O  -1.912  -2.274  -2.199  -0.148
N  1.164  -0.916  1.563  -0.050
O  -1.440  1.537  -2.815  -0.127
C  -0.752  -0.504  4.594  -0.001
C  -2.047  0.956  2.688  -0.094
C  1.325  2.617  2.866  -0.146
C  -3.936  -0.106  -2.891  -0.086
N  1.058  -1.099  -0.924  0.108
H  0.075  -0.922  -2.719  0.125
H  -4.663  -0.922  -2.897  0.086
N  2.286  -1.520  1.022  0.125
N  -4.366  0.329  -0.528  0.153
O  -1.650  -1.341  0.151  -0.307
H  -3.182  -0.306  -3.648  0.081
H  -0.203  -1.091  5.318  0.119
H  4.070  -2.639  -4.319  0.117
H  1.176  4.473  4.110  0.087
N  0.011  3.272  1.347  0.008
C  -3.259  -0.006  -1.530  -0.484
H  -4.557  1.339  -0.668  0.126
C  -2.534  0.971  3.990  -0.033
N  -0.985  0.249  2.343  0.053
C  4.205  -2.577  -3.247  -0.007
H  -2.493  1.547  1.896  0.112
Co  0.026  0.206  0.551  0.574
H  4.662  -2.273  0.585  0.114
C  -1.878  0.226  4.953  -0.045
H  6.223  -3.243  -3.289  0.108
C  0.975  -1.231  -2.210  -0.131

The total charge is 0. The calculation puts the total energy at -3973.4433 hartree. For the relative energy (zero: lowest compared OMol25 entry of this formula, charge and spin), the calculation gives 113.3 kJ/mol. Its spin multiplicity is 2.

No. 4
Formula: C2H12IrN3O
Source: the Open Molecules 2025 dataset
Level of theory: ωB97M-V/def2-TZVPD

Last column: Löwdin charge in e.
Cartesian coordinates (Å):
H  -1.869  -1.921  -0.390  0.070
H  -0.304  1.631  3.336  0.111
H  -0.640  1.538  -2.645  0.006
H  -1.214  -2.594  -1.731  0.054
H  -1.665  1.295  2.330  0.124
C  0.357  1.391  -2.182  -0.450
H  1.548  -0.749  -1.290  -0.117
Ir  -0.021  -0.316  -1.393  1.523
O  -0.388  -0.348  0.870  -0.200
C  0.052  0.327  1.840  -0.590
H  1.593  1.043  2.931  0.121
H  1.102  1.199  -2.982  0.037
N  1.339  0.352  2.242  0.196
H  2.034  0.013  1.587  0.121
H  0.587  2.207  -1.482  0.020
H  -0.306  -1.288  -2.568  -0.122
H  -0.439  -2.710  -0.303  0.087
N  -0.992  -2.075  -0.876  -0.175
N  -0.774  1.005  2.705  0.185

The total charge is +1. The calculation puts the total energy at -426.6895 hartree. For the relative energy (zero: lowest compared OMol25 entry of this formula, charge and spin), the calculation gives 0.0 kJ/mol. Its spin multiplicity is 6.

No. 5
Formula: Cl2O8Ti
Source: the Open Molecules 2025 dataset
Level of theory: ωB97M-V/def2-TZVPD

Last column: Löwdin charge in e.
Cartesian coordinates (Å):
O  1.204  2.176  -3.670  -0.345
O  -0.784  1.199  -4.739  -0.347
O  1.514  -1.550  4.159  -0.336
O  -0.174  0.697  -2.528  -0.509
O  -1.086  2.774  -3.142  -0.394
Ti  -0.296  -0.178  0.232  0.884
O  -0.193  -3.027  3.636  -0.361
Cl  0.235  -1.637  3.529  0.665
Cl  -0.154  1.738  -3.587  0.636
O  0.440  -1.484  2.038  -0.557
O  -0.707  -0.707  4.070  -0.337

The total charge is -1. The calculation puts the total energy at -2371.2448 hartree. For the relative energy (zero: lowest compared OMol25 entry of this formula, charge and spin), the calculation gives 48.6 kJ/mol. Its spin multiplicity is 4.

No. 6
Formula: C20H53CrFN3O7
Source: the Open Molecules 2025 dataset
Level of theory: ωB97M-V/def2-TZVPD

Last column: Löwdin charge in e.
Cartesian coordinates (Å):
H  1.672  1.554  0.136  0.032
H  -2.744  -4.252  0.395  0.145
C  -3.312  -1.054  3.445  -0.032
H  -4.611  0.408  0.074  0.105
H  -2.737  -0.317  3.996  0.084
C  -0.757  -2.324  -2.360  -0.216
N  2.216  -0.305  -3.038  0.062
C  2.979  4.397  -0.650  -0.083
C  4.074  -1.271  -1.653  -0.219
H  4.073  -2.944  -3.938  0.076
H  -0.022  1.197  -1.579  0.017
H  6.577  -1.327  -0.932  0.092
H  -2.688  3.088  -2.864  0.069
H  -4.035  -2.625  1.433  0.145
H  -3.649  -1.797  4.163  0.111
O  -2.076  -2.361  -2.859  -0.199
H  -1.504  1.521  6.888  0.091
H  0.919  0.036  3.432  0.129
C  -2.180  -3.431  0.853  -0.175
H  5.677  -2.173  0.376  0.087
H  2.835  -2.052  -4.763  0.073
O  -2.483  -1.630  2.437  -0.267
Cr  -0.905  -0.872  1.132  0.905
C  5.972  -2.205  -0.679  -0.120
C  -0.659  -3.008  -1.016  -0.179
H  3.591  -1.163  -0.666  0.123
H  -3.652  -0.715  -0.876  0.082
H  1.355  -0.527  -3.522  0.065
H  1.504  1.739  4.825  0.140
H  -2.360  -4.430  -2.878  0.087
H  -3.627  0.992  -1.292  0.105
H  4.632  -0.346  -1.843  0.132
C  -1.297  1.939  1.790  -0.149
C  3.620  -1.952  -4.007  -0.068
N  -0.793  0.757  2.518  -0.111
H  -1.287  -3.921  1.258  0.139
H  -1.397  2.795  2.464  0.142
C  2.986  -1.504  -2.687  -0.439
C  -3.660  0.290  -0.455  -0.047
H  -0.059  -2.687  -3.118  0.129
H  0.247  2.899  4.140  0.129
H  4.365  -1.257  -4.393  0.086
O  -2.506  0.445  0.362  -0.267
H  -1.290  3.723  -3.749  0.083
H  1.942  0.027  -2.109  0.036
H  3.575  4.717  0.206  0.074
O  1.936  2.454  0.380  -0.109
C  -0.815  2.965  -1.801  -0.319
H  3.805  2.451  -0.440  0.111
C  -2.376  -3.573  -3.557  -0.061
H  -0.563  2.212  1.029  0.106
H  2.576  2.511  -1.654  0.108
H  0.339  -2.937  -0.571  0.124
H  -0.726  -4.103  -1.121  0.127
H  6.643  -3.063  -0.771  0.091
H  -1.305  2.897  -0.821  0.079
C  -1.753  3.639  -2.763  -0.076
H  -0.467  -1.278  -2.227  0.106
H  -1.038  3.080  6.119  0.094
H  -4.137  -0.518  2.973  0.107
H  -3.371  -3.463  -3.977  0.096
H  -1.976  4.663  -2.458  0.079
H  -1.627  -3.709  -4.340  0.097
C  0.567  1.014  3.078  -0.148
C  2.819  2.888  -0.656  -0.317
C  -0.740  2.054  6.328  -0.075
H  -1.299  0.711  3.405  0.084
H  2.037  4.945  -0.633  0.069
H  -2.445  -2.440  -0.941  0.108
H  0.116  3.523  -1.658  0.105
H  3.544  4.713  -1.529  0.080
O  -0.476  1.297  5.154  -0.226
N  -1.758  -2.460  -0.175  -0.090
H  1.297  1.342  2.340  0.113
O  4.937  -2.381  -1.603  -0.183
H  0.158  1.999  6.951  0.096
H  -3.293  -3.526  2.691  0.142
H  -2.896  2.533  0.530  0.132
O  -0.472  1.676  -2.296  -0.086
C  -2.638  1.655  1.121  -0.177
H  -3.385  1.509  1.908  0.126
H  2.360  -2.353  -2.374  0.121
C  0.539  1.862  4.330  -0.190
C  -3.054  -2.817  1.892  -0.189
F  0.418  -0.047  -0.257  -0.453

The total charge is +1. The calculation puts the total energy at -2628.8485 hartree. Its spin multiplicity is 5.

Please write out number 1 again, unchanged.
Formula: C3H4O4S
Source: the Open Molecules 2025 dataset
Level of theory: ωB97M-V/def2-TZVPD

Last column: Löwdin charge in e.
Cartesian coordinates (Å):
C  -0.601  -0.194  0.201  -0.513
H  1.229  -0.510  1.278  0.160
C  0.751  -0.640  0.178  0.037
S  -3.071  -0.011  -0.054  0.692
H  1.173  0.125  -0.487  0.108
O  -4.093  -0.506  0.763  -0.237
O  -0.875  1.038  0.307  0.006
O  -3.178  -0.044  -1.451  -0.247
H  -2.259  2.312  0.082  0.033
O  -1.638  -0.957  0.166  -0.016
C  -2.187  1.424  0.549  -0.165
H  0.959  -1.770  -0.032  0.143

The total charge is 0. The calculation puts the total energy at -815.7179 hartree. For the relative energy (zero: lowest compared OMol25 entry of this formula, charge and spin), the calculation gives 406.9 kJ/mol.